Record 1
Below is an isolated molecule of C7H12O2 in a non-equilibrium geometry, with properties calculated with ωB97M-V/def2-TZVPD.

The value obtained for the LUMO energy is 0.84 eV. The total energy is -11548.121 eV. As for the spin multiplicity: 1.

Geometry (Å):
C: 1.793 -0.247 1.684
C: 1.190 0.707 0.683
O: 0.917 1.869 0.974
C: 0.944 0.174 -0.782
C: 0.776 1.303 -1.787
C: -0.261 -0.683 -0.574
C: -1.428 -0.370 0.033
C: -2.495 -1.398 0.268
O: -1.818 0.906 0.360
H: 0.990 -0.715 2.259
H: 2.453 0.303 2.359
H: 2.380 -1.021 1.185
H: 1.803 -0.442 -1.066
H: 0.628 0.907 -2.797
H: -0.066 1.965 -1.562
H: 1.670 1.940 -1.787
H: -0.095 -1.734 -0.810
H: -3.249 -1.364 -0.524
H: -2.079 -2.410 0.306
H: -2.994 -1.209 1.225
H: -1.057 1.520 0.352

---

Record 2
Below is a cluster of 2 separate species, C7H12O2 in total in a non-equilibrium geometry, with properties calculated with ωB97M-V/def2-TZVPD.

The value obtained for the LUMO energy is 0.81 eV. The total energy is -11545.613 eV. As for the spin multiplicity: 1.

Geometry (Å):
C: 1.251 -0.831 -1.133
C: 1.170 -0.582 0.308
C: 1.215 -1.762 1.234
C: 1.467 0.763 0.839
O: 0.085 0.541 0.864
H: 0.681 -1.701 -1.456
H: 0.809 0.117 -1.628
H: 2.280 -0.846 -1.492
H: 0.936 -1.463 2.243
H: 2.230 -2.167 1.247
H: 0.538 -2.543 0.891
H: 1.807 1.505 0.117
H: 1.925 0.843 1.825
C: -3.097 0.673 0.059
C: -2.068 0.603 -0.775
C: -0.974 1.587 -0.767
O: -0.112 1.635 -1.654
H: -3.189 1.486 0.765
H: -3.868 -0.082 0.079
H: -1.956 -0.219 -1.473
H: -1.131 2.443 -0.095

---

Record 3
Below is an isolated molecule of C7H12O2 in a non-equilibrium geometry, with properties calculated with ωB97M-V/def2-TZVPD.

The value obtained for the LUMO energy is 0.75 eV. The total energy is -11547.292 eV. As for the spin multiplicity: 1.

Geometry (Å):
C: -0.106 1.509 -1.375
C: 0.356 0.421 -0.782
C: -0.412 -0.796 -0.495
O: 0.275 -1.962 -0.769
C: -1.654 -0.821 0.002
C: -2.477 0.362 0.391
C: 1.734 0.397 -0.014
C: 1.614 0.027 1.465
O: 2.629 -0.437 -0.697
H: -1.026 1.498 -1.934
H: 0.461 2.426 -1.387
H: -0.288 -2.718 -0.562
H: -2.160 -1.779 0.064
H: -3.199 0.609 -0.390
H: -3.041 0.138 1.296
H: -1.854 1.233 0.578
H: 2.150 1.406 -0.102
H: 1.261 -0.996 1.575
H: 0.924 0.699 1.968
H: 2.595 0.095 1.933
H: 2.218 -1.311 -0.767

---

Record 4
Below is a structure of composition C7H12O2S3 in a non-equilibrium geometry, with properties calculated with ωB97M-V/def2-TZVPD.

The value obtained for the LUMO energy is -0.25 eV. The total energy is -44043.235 eV. As for the spin multiplicity: 1.

Geometry (Å):
C: -0.295 2.063 0.597
C: -0.853 0.664 0.852
C: -1.641 -0.295 1.724
C: 1.092 0.141 2.236
C: 0.177 1.273 1.797
C: -0.284 -1.115 -1.975
C: 1.140 -1.127 -1.506
H: -0.038 2.422 -1.263
H: -0.840 2.977 0.840
H: -0.297 -0.078 0.174
H: -2.271 -0.971 1.147
H: -2.125 0.161 2.679
H: -0.265 1.665 2.702
H: -0.966 1.245 -1.640
H: -0.460 -0.722 -3.001
H: -0.768 -2.095 -1.917
H: 1.304 -1.404 -0.473
H: 1.683 -0.147 -1.778
H: 1.821 -3.515 -2.267
O: 0.610 2.256 -0.507
O: 2.259 0.111 2.332
S: -0.116 -1.274 2.497
S: -1.234 0.030 -0.867
S: 2.367 -2.265 -2.383

---

Record 5
Below is a cluster of 2 separate species, C7H12O3 in total in a non-equilibrium geometry, with properties calculated with ωB97M-V/def2-TZVPD.

The value obtained for the LUMO energy is 0.27 eV. The total energy is -13591.962 eV. As for the spin multiplicity: 1.

Geometry (Å):
C: -2.400 -5.046 -3.593
C: -1.577 -3.826 -3.731
C: -2.142 -2.440 -3.579
C: -0.999 -1.580 -3.078
C: 0.217 -1.945 -3.726
O: -0.356 -3.858 -3.948
C: -1.066 -1.101 -1.739
C: 0.134 -0.431 -1.095
O: 0.041 -0.497 0.304
H: -1.820 -5.942 -3.837
H: -3.292 -4.956 -4.229
H: -2.764 -5.095 -2.554
H: -3.042 -2.457 -2.950
H: -2.463 -2.130 -4.590
H: 1.151 -2.015 -3.164
H: 0.339 -1.657 -4.774
H: -1.978 -0.516 -1.552
H: 0.170 0.623 -1.408
H: 1.069 -0.929 -1.413
H: -0.358 -1.396 0.546
O: -1.285 -2.542 -0.408
H: -2.209 -2.447 -0.166

---

Record 6
Below is a cluster of 2 separate species, C7H12O3P in total in a non-equilibrium geometry, with properties calculated with ωB97M-V/def2-TZVPD.

Its net charge is -1. The value obtained for the LUMO energy is 2.96 eV. The total energy is -22885.179 eV. As for the spin multiplicity: 1.

Geometry (Å):
C: -1.242 -1.566 -1.240
C: -1.484 -0.730 0.012
C: -2.319 -1.837 -1.880
C: 0.245 -1.665 -1.785
C: -1.220 0.692 -0.225
C: 2.484 3.311 0.964
C: -0.582 -1.220 1.166
O: -3.368 -2.090 -2.390
O: 1.797 0.734 1.308
O: 3.800 1.547 2.706
P: 2.731 1.863 1.756
H: 0.282 -2.392 -2.544
H: 0.426 -0.688 -2.170
H: 0.819 -1.920 -0.880
H: -0.165 0.985 0.000
H: -2.129 1.151 0.465
H: -1.440 1.101 -1.210
H: 3.109 4.203 1.105
H: 1.720 3.361 0.236
H: -0.218 -0.382 1.845
H: -1.039 -2.133 1.685
H: 0.396 -1.564 0.799
H: -2.603 -0.762 0.275

---

Record 7
Below is a structure of composition C7H12O3Tl in a non-equilibrium geometry, with properties calculated with ωB97M-V/def2-TZVPD.

As for the expectation value of S²: 0.754. Its net charge is +2. The value obtained for the LUMO energy (spin up / spin down) is -7.79 / -11.04 eV. The total energy is -18265.154 eV. As for the spin multiplicity: 2.

Geometry (Å):
C: 3.688 0.266 3.617
C: 4.855 0.070 4.262
H: 3.326 0.944 2.128
H: 2.774 0.487 4.172
H: 4.908 -0.554 5.158
H: 5.799 0.428 3.845
H: 3.774 -0.908 3.453
O: -3.148 -1.479 0.253
C: -1.894 -1.596 0.286
O: -1.344 -2.703 0.529
O: -1.176 -0.485 0.150
C: 0.238 -0.577 0.316
C: 0.815 0.805 0.064
C: 2.280 0.868 0.053
C: 3.056 1.695 0.851
Tl: -3.222 -3.497 0.592
H: 0.646 -1.309 -0.393
H: 0.467 -0.913 1.336
H: 0.376 1.578 0.709
H: 0.586 1.100 -0.987
H: 2.800 0.159 -0.603
H: 4.079 1.877 0.504
H: 2.604 2.630 1.197

---

Record 8
Below is a cluster of 2 separate species, C7H12O4S2 in total in a non-equilibrium geometry, with properties calculated with ωB97M-V/def2-TZVPD.

The value obtained for the LUMO energy is -1.13 eV. The total energy is -37309.733 eV. As for the spin multiplicity: 1.

Geometry (Å):
C: 1.637 -1.120 -0.325
C: -3.266 -0.754 -0.896
C: -3.001 0.654 -0.377
C: -2.245 -1.730 -0.308
C: -0.977 0.002 1.198
C: 3.492 1.211 0.562
C: 3.528 -0.250 0.892
O: 0.854 -0.508 0.562
O: -0.918 2.274 -0.036
O: 1.215 -1.754 -1.254
O: 2.977 -0.959 -0.164
S: -1.180 0.922 -0.381
S: -1.743 -1.491 1.378
H: -4.353 -1.105 -0.554
H: -3.176 -0.894 -1.967
H: -3.489 1.479 -0.933
H: -3.159 0.798 0.678
H: -2.767 -2.719 -0.137
H: -1.559 -1.980 -0.986
H: -0.379 0.373 2.066
H: 4.111 1.444 -0.334
H: 2.494 1.521 0.478
H: 4.041 1.845 1.141
H: 3.003 -0.331 1.816
H: 4.634 -0.578 0.930

---

Record 9
Below is an isolated molecule of C7H12O5S in a non-equilibrium geometry, with properties calculated with ωB97M-V/def2-TZVPD.

The value obtained for the LUMO energy is 0.51 eV. The total energy is -28523.144 eV. As for the spin multiplicity: 1.

Geometry (Å):
C: 2.477 -0.294 0.409
C: -0.772 1.724 -1.123
C: 0.470 0.907 0.850
C: 1.326 -1.227 0.027
C: -0.165 2.195 0.255
C: 0.069 -0.178 -0.129
C: -1.787 -2.090 -0.853
O: -2.454 0.155 0.542
O: 1.933 0.964 0.828
O: -0.189 0.418 -1.309
O: 1.101 -2.192 0.970
O: -1.150 2.786 1.034
S: -1.525 -0.978 0.599
H: 2.962 -0.875 1.274
H: 3.042 -0.025 -0.446
H: -1.916 1.481 -1.005
H: -0.441 2.313 -1.982
H: 0.176 0.635 1.834
H: 1.583 -1.583 -1.050
H: 0.706 2.917 0.150
H: -1.264 -1.602 -1.749
H: -2.882 -2.014 -0.980
H: -1.354 -3.100 -0.650
H: 1.978 -2.580 1.124
H: -1.927 2.244 1.380

---

Record 10
Below is a cluster of 2 separate species, C7H12OS2 in total in a non-equilibrium geometry, with properties calculated with ωB97M-V/def2-TZVPD.

The value obtained for the LUMO energy (spin up / spin down) is 0.65 / 0.56 eV. The total energy is -31167.363 eV. As for the spin multiplicity: 1.

Geometry (Å):
C: 1.380 0.014 -0.480
C: -1.715 -2.002 0.219
C: -1.363 -2.311 1.588
C: -0.937 0.369 1.072
C: -1.016 1.790 1.539
C: 2.064 0.929 -2.689
C: 1.611 1.230 -1.211
O: 1.874 -1.102 -0.386
S: -2.257 -0.250 0.164
S: -0.384 -0.836 2.312
H: -0.785 -2.308 -0.312
H: -2.639 -2.504 -0.057
H: -2.306 -2.500 2.218
H: -0.562 -3.040 1.666
H: -0.061 2.208 1.275
H: -0.835 1.697 2.642
H: -1.842 2.385 1.190
H: 1.184 0.778 -3.201
H: 2.617 0.027 -2.672
H: 2.728 1.772 -2.925
H: 0.775 1.893 -1.301
H: 2.469 1.762 -0.654